Record 1
25
Properties=species:S:1:pos:R:3:mulliken_charge:R:1 method="wB97M-V/def2-TZVPD" charge=-1 s_squared=0.750 energy_ev=-9022.463 spin_multiplicity=2 de_lowest_ev=0.941 fmax_ha_per_bohr=0.068
C -0.240 -1.316 -0.616 -1.0196
C 1.012 -0.550 -1.177 2.3492
C 2.294 -1.363 -0.954 -3.3829
C 0.763 -0.015 -2.531 -2.5403
C -0.982 -0.663 0.511 -1.2949
N -1.257 0.773 0.361 -0.1484
C -1.821 1.344 1.582 -0.6144
C -0.799 1.869 2.603 -1.7524
H 0.115 -2.266 -0.224 0.7409
H -0.814 -1.589 -1.515 0.3512
H 1.158 0.333 -0.468 -0.0815
H 2.227 -1.993 -0.074 0.6162
H 3.235 -0.745 -0.651 0.8640
H 2.575 -1.909 -1.862 0.5341
H 1.373 0.779 -2.928 0.8547
H -0.327 0.202 -2.687 0.0811
H 0.830 -0.846 -3.254 0.5495
H -1.972 -1.169 0.626 0.4970
H -0.438 -0.974 1.419 -0.0483
H -0.424 1.168 -0.063 0.1844
H -2.485 0.588 2.035 0.4025
H -2.442 2.182 1.276 0.5199
H -0.222 1.117 3.120 0.4251
H -0.112 2.575 2.078 0.3104
H -1.249 2.471 3.393 0.6022

=====

Record 2
113
Properties=species:S:1:pos:R:3:mulliken_charge:R:1 method="wB97M-V/def2-TZVPD" charge=0 energy_ev=-71464.802 spin_multiplicity=1 de_lowest_ev=0.000 fmax_ha_per_bohr=0.075
Cd 0.589 -0.652 -0.693 -0.3415
I 0.166 -2.047 -3.043 -0.4251
C 2.671 1.032 0.084 -0.0568
O 2.588 0.240 -1.107 -0.1931
O 1.444 0.675 0.716 -0.7158
C 4.013 0.882 0.888 0.3954
F 4.013 1.901 1.709 -0.2779
F 4.161 -0.261 1.611 -0.1764
F 5.103 1.020 0.123 -0.2833
C 3.412 0.591 -2.260 0.5293
C 4.412 -0.491 -2.501 -1.3941
H 5.096 -0.242 -3.313 0.4343
H 5.101 -0.558 -1.658 0.3464
H 3.951 -1.471 -2.621 0.2156
H 3.912 1.560 -2.236 0.3840
H 2.675 0.619 -3.062 -0.6947
H 2.520 2.008 -0.377 0.2457
C 1.586 3.105 3.727 -1.2566
C 0.219 3.269 3.058 0.4877
C 0.234 4.225 1.838 -1.1780
O -0.230 2.005 2.642 0.6272
H 2.405 3.093 3.008 0.1632
H 1.651 2.295 4.453 0.2296
H 1.757 4.029 4.278 0.4907
H -0.405 3.671 3.856 0.6040
H -0.804 4.371 1.538 0.2516
H 0.818 3.801 1.021 -0.0094
H 0.626 5.215 2.072 0.5043
H 0.382 1.718 1.960 -0.7141
C 1.042 1.655 -5.000 -1.0071
C 1.593 2.827 -4.128 0.5862
C 1.334 4.266 -4.614 -1.5500
O 0.964 2.720 -2.911 -0.4143
H 1.526 0.725 -4.702 0.2426
H 1.294 1.817 -6.048 0.4248
H -0.047 1.606 -5.027 0.1197
H 2.667 2.716 -3.979 0.1550
H 1.654 4.395 -5.648 0.4258
H 1.907 4.979 -4.021 0.4105
H 0.258 4.440 -4.618 0.3252
H 1.334 3.438 -2.392 0.0766
C 3.805 -3.271 0.109 -1.1133
C 2.280 -3.395 -0.185 0.4767
C 1.807 -4.727 0.402 -1.5848
O 1.485 -2.390 0.441 0.8396
H 4.097 -3.227 1.158 0.1496
H 4.173 -2.379 -0.397 -0.0204
H 4.263 -4.139 -0.366 0.5065
H 2.147 -3.374 -1.267 0.4364
H 2.318 -4.902 1.349 0.3201
H 2.052 -5.597 -0.208 0.4622
H 0.743 -4.772 0.631 0.2489
H 1.565 -2.530 1.387 -0.5911
C -2.030 2.704 -0.724 -0.8879
C -1.850 1.389 -1.520 1.7910
C -2.226 1.567 -2.964 -1.4926
O -0.519 1.035 -1.436 1.5941
H -2.942 3.240 -0.986 0.5032
H -1.181 3.345 -0.957 0.1533
H -2.064 2.542 0.353 -0.1686
H -2.399 0.557 -1.080 -0.7346
H -1.575 2.314 -3.416 0.3734
H -3.248 1.931 -3.075 0.4825
H -2.197 0.635 -3.529 0.2452
H -0.121 1.644 -2.063 -0.8664
C 0.879 -0.906 4.218 -1.0889
C 2.185 -1.651 4.060 0.9426
C 2.817 -2.206 5.355 -1.6889
O 1.964 -2.668 3.121 -0.4160
H 0.898 -0.095 4.946 0.4488
H 0.154 -1.632 4.589 0.4009
H 0.602 -0.433 3.276 0.1241
H 2.966 -1.039 3.609 -0.2151
H 2.697 -1.550 6.218 0.3860
H 3.892 -2.369 5.287 0.4265
H 2.298 -3.131 5.609 0.3929
H 2.628 -3.357 3.200 0.1885
C -2.733 -0.007 4.385 -0.8893
C -3.374 0.924 3.345 0.2960
C -3.500 2.391 3.876 -0.9854
O -2.594 0.952 2.151 -0.2706
H -1.740 0.315 4.698 0.0792
H -2.674 -1.033 4.020 0.0308
H -3.330 -0.076 5.294 0.5353
H -4.282 0.432 2.997 0.3804
H -3.992 3.107 3.218 0.2761
H -2.484 2.746 4.045 -0.0186
H -3.918 2.371 4.883 0.4376
H -1.703 1.216 2.391 0.0568
C -3.568 -1.352 -5.468 -1.3799
C -3.807 -2.021 -4.059 1.8208
C -5.303 -2.220 -3.726 -1.5076
O -3.048 -3.160 -4.047 -0.6146
H -4.122 -1.880 -6.243 0.3892
H -2.551 -1.356 -5.859 0.3036
H -4.000 -0.352 -5.477 0.3410
H -3.404 -1.301 -3.346 -0.6672
H -5.794 -2.800 -4.508 0.4054
H -5.734 -1.234 -3.555 0.3430
H -5.445 -2.772 -2.797 0.3404
H -2.143 -2.849 -3.976 0.0596
C -1.631 -3.205 1.644 -1.1273
C -1.844 -2.438 0.338 0.3730
C -3.306 -1.924 0.249 -1.1188
O -1.072 -1.250 0.401 2.3624
H -2.011 -4.226 1.642 0.4368
H -2.131 -2.758 2.503 0.0862
H -0.598 -3.338 1.964 -0.0118
H -1.613 -3.101 -0.496 0.5446
H -3.963 -2.793 0.280 0.4981
H -3.476 -1.353 -0.664 -0.0734
H -3.492 -1.299 1.122 0.1792
H -1.581 -0.703 1.003 -0.9226